[1]
The following is a DFT calculation (wB97M-V/def2-TZVPD) of C18H15N3O6 as an isolated structure at a distorted geometry.

Each line ends with the Löwdin charge.
Geometry (Å):
C -2.698 1.605 0.327  -0.071
C -1.783 0.685 0.733  -0.073
C -2.223 -0.605 0.657  -0.008
C -3.457 -0.919 0.046  -0.050
C -4.122 0.099 -0.608  -0.017
C -3.715 1.387 -0.482  -0.081
N -3.940 -2.358 -0.080  -0.298
O -4.554 -2.687 -1.107  0.060
O -3.520 -3.181 0.724  0.055
H -2.464 2.552 0.791  0.129
H -0.926 0.948 1.335  0.067
H -1.532 -1.408 0.868  -0.035
H -5.010 -0.069 -1.199  0.122
H -4.297 2.191 -0.908  0.120
C 5.286 0.466 -1.828  -0.035
C 4.854 1.778 -2.253  -0.028
C 3.495 2.275 -2.155  0.005
C 2.493 1.421 -1.769  -0.119
C 2.881 0.062 -1.437  0.043
C 4.217 -0.345 -1.507  -0.075
N 1.172 1.842 -1.376  -0.266
O 1.022 3.054 -1.427  0.106
O 0.361 1.003 -0.895  0.010
H 6.305 0.112 -1.792  0.107
H 5.534 2.613 -2.325  0.093
H 3.388 3.337 -2.322  0.116
H 2.180 -0.609 -0.963  0.015
H 4.383 -1.312 -1.056  0.110
C -0.035 -2.262 0.102  0.037
C -0.832 -2.503 1.162  -0.175
C -0.961 -1.656 2.236  -0.037
C -0.328 -0.464 2.263  -0.175
C 0.494 -0.111 1.161  -0.055
C 0.749 -0.996 0.194  -0.018
N -0.578 0.524 3.339  -0.334
O -0.042 1.616 3.248  0.092
O -1.202 0.112 4.293  0.108
H 0.117 -2.869 -0.778  0.123
H -1.387 -3.420 1.297  0.129
H -1.621 -2.044 2.998  0.163
H 0.865 0.902 1.105  0.137
H 1.430 -0.764 -0.612  0.004

## Properties
Highest occupied orbital energy   -8.416 eV
LUMO energy   -1.40 eV
Energy relative to the best compared isomer or geometry (same formula, charge and spin)   10.272 eV
Electronic energy   -1309.9667 hartree


[2]
The following is a DFT calculation (wB97M-V/def2-TZVPD) of C18H16FeN11O as an isolated structure.

Each line ends with the Mulliken spin population.
Geometry (Å):
Fe 0.608 0.139 0.184  3.806
C 0.088 -1.627 3.681  0.004
C -0.759 -1.682 2.440  0.001
C -1.662 -0.664 2.141  -0.001
C -2.430 -0.713 0.984  0.003
C -2.306 -1.781 0.106  -0.002
C -1.401 -2.795 0.388  0.015
C -0.637 -2.745 1.544  -0.008
H 1.094 -1.998 3.477  0.000
H -0.341 -2.251 4.469  0.000
H 0.170 -0.607 4.058  0.000
H -1.720 0.200 2.792  -0.002
H -3.089 0.112 0.749  -0.001
H -2.882 -1.803 -0.811  0.001
H -1.262 -3.612 -0.309  0.001
H 0.100 -3.517 1.732  -0.001
N 3.426 -0.394 2.152  0.003
C 3.101 -1.393 1.256  0.012
N 3.776 -2.526 1.175  0.001
N 3.148 -3.213 0.201  0.010
N 2.163 -2.538 -0.266  0.001
N 2.094 -1.342 0.380  0.002
C 2.493 0.511 2.628  0.003
N 2.617 1.131 3.785  0.001
N 1.491 1.875 3.875  0.009
N 0.760 1.727 2.831  0.009
N 1.373 0.851 1.991  0.046
H 4.130 -0.654 2.824  0.000
O -0.676 1.603 -0.103  0.017
C -0.917 2.358 -1.122  0.007
C -1.375 3.684 -0.920  0.007
C -1.650 4.521 -1.975  -0.003
C -1.487 4.092 -3.295  0.007
C -1.050 2.803 -3.518  -0.004
C -0.772 1.923 -2.465  0.032
C -0.344 0.557 -2.743  -0.010
N 0.239 -0.298 -1.911  0.039
C 0.457 -1.465 -2.617  -0.007
C 0.008 -1.315 -3.886  0.000
N -0.500 -0.033 -3.954  0.003
H -1.483 4.010 0.106  0.000
H -1.987 5.532 -1.776  0.000
H -1.686 4.758 -4.124  0.001
H -0.896 2.480 -4.542  0.000
H 0.940 -2.304 -2.144  0.002
H -0.003 -1.982 -4.728  0.000
H -0.963 0.384 -4.739  0.000

## Properties
Net charge   -1
Highest occupied orbital energy (alpha / beta)   -5.150 / -5.219 eV
LUMO energy (alpha / beta)   2.47 / 2.46 eV
Energy relative to the best compared isomer or geometry (same formula, charge and spin)   0.000 eV
Electronic energy   -2636.9409 hartree
Spin multiplicity   5


[3]
The following is a DFT calculation (wB97M-V/def2-TZVPD) of C18H16N2OPd as an isolated structure.

Each line ends with the Mulliken spin population.
Geometry (Å):
Pd -0.840 0.255 0.623  1.221
C -2.832 -3.314 -1.035  0.009
C -1.822 -3.862 -1.814  -0.003
C -0.594 -3.232 -1.902  0.009
C -0.354 -2.053 -1.191  -0.183
C -1.371 -1.502 -0.391  0.449
C -2.607 -2.129 -0.339  -0.085
C 0.932 -1.349 -1.214  0.063
C 2.094 -1.834 -1.853  -0.001
C 3.254 -1.122 -1.806  0.009
C 3.302 0.105 -1.107  0.003
C 4.461 0.896 -0.991  0.004
C 4.437 2.068 -0.284  -0.003
C 3.250 2.499 0.334  0.011
C 2.104 1.756 0.234  0.038
C 2.105 0.541 -0.484  0.019
N 0.958 -0.186 -0.568  0.044
H -3.792 -3.813 -0.966  -0.003
H -1.996 -4.783 -2.356  0.001
H 0.170 -3.658 -2.543  -0.001
H -3.410 -1.692 0.244  0.011
H 2.059 -2.779 -2.375  0.000
H 4.150 -1.486 -2.294  0.001
H 5.376 0.565 -1.469  0.001
H 5.333 2.670 -0.202  0.000
H 3.246 3.426 0.893  0.000
H 1.175 2.065 0.696  -0.046
N -2.714 2.137 4.046  0.005
C -2.310 1.575 2.888  0.020
O -1.352 0.801 2.869  0.019
C -3.077 1.919 1.638  -0.128
C -2.126 1.963 0.444  0.449
H -2.203 1.926 4.886  -0.001
H -3.467 2.798 4.082  0.000
H -3.630 2.856 1.772  0.029
H -3.814 1.124 1.486  0.013
H -1.423 2.797 0.540  0.017
H -2.672 2.052 -0.492  0.008

## Properties
Highest occupied orbital energy (alpha / beta)   -6.307 / -7.953 eV
LUMO energy (alpha / beta)   -0.03 / -0.24 eV
Energy relative to the best compared isomer or geometry (same formula, charge and spin)   0.069 eV
Electronic energy   -1008.0985 hartree
Spin multiplicity   3


[4]
The following is a DFT calculation (wB97M-V/def2-TZVPD) of C18H16N2OTl as an isolated structure at a distorted geometry.

Each line ends with the Löwdin charge.
Geometry (Å):
Tl -1.501 -1.025 -0.153  1.242
C -2.586 -0.912 4.073  -0.076
C -1.497 -0.299 4.607  -0.061
C -0.377 0.015 3.819  0.013
C -0.316 -0.285 2.424  -0.183
C -1.492 -0.840 1.983  -0.259
C -2.630 -1.150 2.699  -0.105
C 0.865 -0.050 1.559  -0.226
C 2.073 0.391 2.131  0.023
C 3.094 0.665 1.285  0.048
C 3.004 0.339 -0.115  -0.134
C 4.101 0.462 -1.018  -0.019
C 3.920 0.321 -2.357  -0.038
C 2.602 -0.082 -2.818  -0.046
C 1.557 -0.187 -1.967  -0.028
C 1.778 -0.089 -0.575  -0.215
N 0.742 -0.294 0.291  0.066
H -3.354 -1.219 4.778  0.121
H -1.476 -0.054 5.686  0.129
H 0.486 0.468 4.261  0.097
H -3.543 -1.654 2.266  0.127
H 2.152 0.565 3.176  0.105
H 4.019 1.058 1.657  0.124
H 5.015 0.901 -0.642  0.120
H 4.725 0.443 -3.044  0.103
H 2.479 -0.100 -3.923  0.124
H 0.489 -0.376 -2.300  0.112
C -2.743 -2.753 -2.342  -0.180
O -2.066 -1.496 -2.051  -0.480
H -2.793 -2.649 -3.437  0.088
H -3.782 -2.788 -1.911  0.090
H -2.104 -3.562 -2.013  0.065
C -1.825 3.098 -3.070  -0.010
C -1.683 2.195 -1.855  -0.151
N -1.666 1.257 -1.170  0.123
H -2.888 3.424 -3.007  0.102
H -1.648 2.319 -3.840  0.102
H -1.131 3.943 -3.088  0.087

## Properties
Net charge   +1
Highest occupied orbital energy   -11.889 eV
LUMO energy   -3.44 eV
Energy relative to the best compared isomer or geometry (same formula, charge and spin)   0.000 eV
Electronic energy   -1052.4608 hartree